Entry 1:
64
Properties=species:S:1:pos:R:3 method="wB97M-V/def2-TZVPD" energy_ev=-53418.611 smiles="COc1cccc(NC(=O)CN(C)[C@H](C)C(=O)Nc2ccc(S(=O)(=O)N3CCOCC3)cc2)c1" lumo_ev=0.49 mol_weight_g_mol=490.6 e_homo_ev=-8.335 charge=0
C 3.87474 1.62281 1.19242
H 4.49404 2.43149 0.80718
O 2.56857 2.14638 1.25915
C 1.55719 1.31727 1.62875
C 0.27568 1.85644 1.55080
C -0.83160 1.07987 1.85153
C -0.66940 -0.23322 2.28008
C 0.60656 -0.75018 2.38013
C 1.72077 0.00358 2.05449
H 2.70000 -0.43786 2.12368
H 0.73715 -1.76597 2.72069
H -1.52864 -0.83561 2.51627
N -2.10426 1.65719 1.69233
C -3.22236 0.99631 1.29478
O -3.30569 -0.20773 1.18223
C -4.42093 1.89896 0.99317
N -4.80360 1.77643 -0.41088
C -6.23689 1.91999 -0.59188
H -6.59572 2.93369 -0.36236
H -6.50047 1.67508 -1.61724
H -6.74273 1.21125 0.06066
C -4.02765 2.69254 -1.24053
C -4.39786 2.62341 -2.72497
H -3.63493 3.13939 -3.30408
H -4.44877 1.59000 -3.05821
H -5.35052 3.10935 -2.91655
C -2.53836 2.35111 -1.14825
O -1.69594 3.19930 -0.94749
N -2.29927 1.03093 -1.36068
C -1.07566 0.36474 -1.34393
C 0.13893 1.03754 -1.47369
C 1.32038 0.32164 -1.48874
C 1.29661 -1.05582 -1.38478
C 0.09700 -1.73465 -1.26526
C -1.08800 -1.02675 -1.23627
H -2.02939 -1.54294 -1.12506
H 0.09992 -2.81239 -1.22766
S 2.83206 -1.95642 -1.52313
O 2.54808 -3.23937 -2.10769
O 3.80149 -1.11707 -2.16660
N 3.32671 -2.11126 0.08779
C 2.71078 -3.21456 0.80273
H 1.66118 -3.25573 0.51672
C 3.40902 -4.54429 0.49774
H 3.02967 -5.33647 1.14565
O 4.79474 -4.45559 0.75673
C 5.38850 -3.44181 -0.02409
H 6.45184 -3.45071 0.22126
C 4.76601 -2.07870 0.28594
H 5.17144 -1.31700 -0.37877
H 4.95778 -1.80838 1.32986
H 5.25175 -3.65809 -1.09401
H 3.23692 -4.80696 -0.55426
H 2.78778 -2.99805 1.87326
H 2.26904 0.81832 -1.61095
H 0.15066 2.11062 -1.56138
H -3.12252 0.43846 -1.33632
H -4.13944 3.73934 -0.89765
H -5.24373 1.52398 1.60580
H -4.22150 2.94400 1.28060
H -2.08834 2.66269 1.58468
H 0.16191 2.87348 1.20949
H 3.92832 0.76516 0.51459
H 4.24098 1.33080 2.18217

***

Entry 2:
63
Properties=species:S:1:pos:R:3 method="wB97M-V/def2-TZVPD" energy_ev=-41471.429 smiles="CCOC(=O)N1CCN(Cc2nc3c(c(=O)[nH]c(=O)n3C)n2CCCc2ccccc2)CC1" lumo_ev=0.51 mol_weight_g_mol=454.5 e_homo_ev=-8.295 charge=0
C 7.98600 0.29971 0.56024
C 7.17367 1.02832 -0.50075
H 7.06611 2.08398 -0.23120
H 7.63986 0.94048 -1.48460
O 5.87686 0.45634 -0.65932
C 4.94950 0.84576 0.24814
O 5.14183 1.66839 1.11244
N 3.78075 0.19213 0.06782
C 3.55478 -0.71183 -1.04145
H 4.40666 -1.39002 -1.13091
C 2.27390 -1.50142 -0.77334
N 1.08969 -0.66268 -0.63213
C 1.41312 0.65797 -0.09726
C 2.61223 0.58018 0.83387
H 2.42618 -0.14242 1.63671
H 2.82018 1.55141 1.28690
H 1.64053 1.36661 -0.90954
H 0.53665 1.03860 0.42867
C 0.27489 -0.54603 -1.83248
C -1.10635 -0.10151 -1.48558
N -1.44869 1.16833 -1.34217
C -2.76721 1.15214 -1.05973
C -3.24414 -0.15113 -1.05278
N -2.15160 -0.94250 -1.31392
C -2.15594 -2.38375 -1.28415
C -1.42335 -2.93767 -0.05713
H -0.46873 -2.42050 0.04790
H -1.22149 -3.99545 -0.23740
C -2.23499 -2.81637 1.23743
C -2.51028 -1.39906 1.66261
C -3.80868 -0.98858 1.93876
C -4.07400 0.31740 2.31354
C -3.04165 1.23268 2.41799
C -1.74094 0.82578 2.17332
C -1.47640 -0.48183 1.80722
H -0.45793 -0.79118 1.62654
H -0.92775 1.53021 2.27803
H -3.25036 2.25449 2.69848
H -5.08906 0.62352 2.52009
H -4.62056 -1.69602 1.85139
H -3.18446 -3.34076 1.11264
H -1.67800 -3.31976 2.03366
H -3.20209 -2.69831 -1.27699
H -1.68162 -2.75832 -2.19740
C -4.62847 -0.45193 -0.85250
O -5.18409 -1.53187 -0.88447
N -5.33835 0.72298 -0.62234
C -4.89758 2.03408 -0.55020
O -5.65878 2.93768 -0.29021
N -3.56136 2.22975 -0.81084
C -2.99210 3.55748 -0.76581
H -3.80154 4.26018 -0.57940
H -2.50551 3.77856 -1.71502
H -2.25161 3.61311 0.03212
H -6.33161 0.61084 -0.45133
H 0.22239 -1.52160 -2.32023
H 0.69171 0.18704 -2.54439
H 2.11801 -2.22536 -1.57504
H 2.40270 -2.06182 0.16001
H 3.46838 -0.15333 -1.98322
H 8.05650 -0.75904 0.32145
H 7.50836 0.41436 1.53003
H 8.98586 0.72154 0.60722

***

Entry 3:
62
Properties=species:S:1:pos:R:3 method="wB97M-V/def2-TZVPD" energy_ev=-118151.005 lumo_ev=0.54 mol_weight_g_mol=601.0 e_homo_ev=-7.310 charge=0
Sr -0.07711 -0.05114 0.31407
O 0.13389 -0.23585 -2.03284
C -0.15680 -1.27416 -2.73107
C 0.62918 -1.61913 -3.86123
C 0.34299 -2.70547 -4.65109
C -0.75253 -3.53121 -4.38414
C -1.54088 -3.23048 -3.29807
C -1.28549 -2.14030 -2.44508
C -2.23793 -2.03165 -1.33717
N -2.21868 -1.23018 -0.34338
C -3.18520 -1.33637 0.75193
C -3.04856 -0.18927 1.77922
N -1.68574 -0.04280 2.27348
C -1.34003 -0.35453 3.45844
C 0.01293 -0.38388 4.02297
C 0.06021 -0.85461 5.34599
C 1.23802 -1.01526 6.04218
C 2.43097 -0.69156 5.39426
C 2.44058 -0.21787 4.10294
C 1.25171 -0.02988 3.35037
O 1.30599 0.40979 2.14671
H 1.47537 -0.97887 -4.07680
H 0.98069 -2.92125 -5.50112
H -0.97547 -4.38085 -5.01423
H -2.39712 -3.85913 -3.07546
H -3.07057 -2.74648 -1.41076
H -3.02028 -2.27837 1.28766
H -4.20853 -1.35402 0.36169
H -3.75910 -0.36838 2.59768
H -3.32830 0.74875 1.29066
H -2.12280 -0.64072 4.17701
H -0.87795 -1.10917 5.82867
H 1.23845 -1.38304 7.05868
H 3.37428 -0.81003 5.91591
H 3.37296 0.04345 3.61689
Cl 2.86187 -1.67707 -0.16633
C 2.33312 -2.89001 0.99639
Cl 0.54648 -3.04632 1.11115
H 2.67703 -2.60518 1.98362
H 2.69460 -3.85723 0.67317
C -1.86714 4.49522 1.26549
C -0.55471 4.54154 0.49288
As -0.29871 2.88372 -0.51238
C 1.38259 3.18154 -1.48797
C 1.74652 4.61497 -1.84739
C -1.65713 3.05311 -1.92631
C -1.86458 4.40755 -2.58403
H -2.02164 5.40496 1.84774
H -1.88923 3.65112 1.95794
H -2.72390 4.39200 0.59490
H 0.29112 4.63718 1.17637
H -0.52163 5.39927 -0.18032
H 1.30872 2.53679 -2.36655
H 2.16491 2.74789 -0.86046
H 0.99421 5.09381 -2.47295
H 2.69207 4.64942 -2.39260
H 1.86805 5.23237 -0.95595
H -2.58700 2.70042 -1.47314
H -1.37848 2.29015 -2.65717
H -2.08671 5.19196 -1.85805
H -2.70352 4.37158 -3.28234
H -0.99025 4.72390 -3.15200

***

Entry 4:
66
Properties=species:S:1:pos:R:3 method="wB97M-V/def2-TZVPD" energy_ev=-199666.151 lumo_ev="-6.15 / -4.52" spin_multiplicity=2 mol_weight_g_mol=710.5 e_homo_ev="-11.845 / -11.883" charge=+1
Fe 0.33274 -1.11026 0.44263
Cl 0.61478 -1.12608 2.91395
C 2.23777 -1.02983 2.30949
C 2.30429 -0.89557 0.94879
C 3.54000 -0.79652 0.35033
Cl 3.66488 -0.57426 -1.35637
C 4.69521 -0.85808 1.13439
Cl 6.22982 -0.75450 0.39383
C 4.59596 -0.99843 2.52317
Cl 6.00365 -1.06252 3.48444
C 3.34386 -1.08195 3.13186
Cl 3.16186 -1.24308 4.82333
C -3.87791 -0.16149 1.39433
C -3.59379 -1.53550 0.82392
C -4.69214 -1.94438 -0.14066
C -3.42731 -2.54699 1.94936
O -2.31941 -1.38731 0.07790
P -1.50470 -2.67657 -0.43184
O -2.27326 -3.79422 -0.95485
O -0.44293 -2.87678 0.66620
O -0.61892 -1.79666 -1.51241
C 0.18640 -2.49061 -2.57582
C 1.13418 -3.49951 -1.94707
C -0.76591 -3.15063 -3.55875
C 0.95774 -1.39189 -3.27013
H -4.79666 -0.19350 1.98044
H -4.00803 0.56573 0.59281
H -3.06398 0.16105 2.05087
H -5.64076 -1.97561 0.39583
H -4.49232 -2.92900 -0.56314
H -4.77151 -1.22202 -0.95483
H -4.35304 -2.60898 2.52063
H -2.61932 -2.24926 2.62064
H -3.20353 -3.54061 1.55512
H 0.59303 -4.31485 -1.46389
H 1.77695 -3.02160 -1.20186
H 1.77080 -3.92148 -2.72431
H -1.33620 -3.94689 -3.08544
H -0.18330 -3.56925 -4.37966
H -1.46316 -2.41432 -3.96239
H 1.65263 -0.91318 -2.58849
H 0.27783 -0.64296 -3.67991
H 1.52740 -1.82343 -4.09345
C -1.90231 2.46494 0.02510
As -0.45236 1.24601 0.38548
C 0.46919 1.47515 -1.31214
C 0.69453 2.25470 1.63903
C 1.09793 3.58884 1.08736
C 0.36701 4.73499 1.38620
C 0.73880 5.96712 0.86577
C 1.84446 6.06502 0.03320
C 2.58680 4.92977 -0.26308
C 2.21452 3.70044 0.26130
H -1.42296 3.39059 -0.28192
H -2.51513 2.61664 0.90804
H -2.51102 2.06213 -0.78043
H 0.54729 2.53249 -1.55926
H -0.11512 0.95955 -2.07170
H 1.46462 1.03408 -1.27276
H 1.55078 1.61081 1.82825
H 0.11402 2.34885 2.55623
H -0.49063 4.66400 2.04845
H 0.16912 6.85315 1.11674
H 2.13097 7.02459 -0.37941
H 3.45800 5.00333 -0.90236
H 2.80781 2.81657 0.04292

***

Entry 5:
67
Properties=species:S:1:pos:R:3 method="wB97M-V/def2-TZVPD" energy_ev=-125139.112 lumo_ev="-3.38 / -3.34" spin_multiplicity=4 mol_weight_g_mol=799.6 e_homo_ev="-10.202 / -10.203" charge=+1
Nd 0.58306 -0.50976 0.08208
C -2.06175 1.18058 -3.43343
C -0.92137 2.09035 -3.09044
N -0.54112 2.93114 -4.10072
C 0.52176 3.67709 -3.85869
C 1.31206 3.68073 -2.70497
C 2.45977 4.63247 -2.57865
O 2.29128 5.34989 -1.32824
C 1.01853 2.71576 -1.68540
C 1.97750 2.48388 -0.69475
N 2.07662 1.35236 -0.01551
C 3.05426 1.20575 0.94983
C 4.42642 1.27706 0.54205
C 5.42442 1.23617 1.50410
C 5.09893 1.11742 2.84991
C 3.78734 0.99898 3.23113
C 2.72614 1.11511 2.31610
I 0.68873 1.01527 2.98790
C -0.21082 1.96573 -1.75005
O -0.75752 1.24600 -0.83832
H -1.88106 0.52317 -4.32450
H -3.02572 1.74817 -3.58047
H -2.16997 0.49258 -2.57789
H 0.78979 4.36337 -4.70288
H 2.39970 5.29607 -3.45718
H 3.44476 4.14494 -2.66257
H 2.59210 6.28970 -1.44161
H 2.76566 3.22939 -0.57026
H 4.61360 1.33584 -0.48627
H 6.43238 1.35289 1.20537
H 5.87013 0.88822 3.55772
H 3.51420 0.90091 4.24791
N 0.44481 -2.23754 2.01364
C 1.11768 -3.45521 1.59118
C 2.57119 -3.03977 1.28725
N 2.48947 -2.20926 0.07394
H 0.79784 -1.92465 2.90386
H -0.54085 -2.37946 2.16219
H 0.59331 -3.80707 0.69993
H 1.00797 -4.24059 2.37176
H 3.17412 -3.92012 1.05866
H 3.05871 -2.58029 2.10306
H 2.26760 -2.78417 -0.75761
H 3.41588 -1.79966 -0.21074
C -4.70084 -1.23691 1.38758
As -4.21119 -0.84643 3.33654
C -5.55553 -1.93492 4.38424
C -5.29314 0.84802 3.25842
H -5.74725 -1.45187 1.27765
H -4.07425 -2.07147 1.06097
H -4.53258 -0.27158 0.86707
H -6.53903 -1.52765 4.45801
H -5.16607 -2.16205 5.37574
H -5.53654 -2.87650 3.75510
H -6.11338 0.77860 2.53425
H -4.52395 1.55380 2.94202
H -5.64065 1.04889 4.26748
N -2.31653 -3.65827 -2.20883
C -1.39841 -2.66061 -1.99766
O -1.35429 -2.12748 -0.84047
C -0.53374 -2.32456 -3.12360
C 0.57328 -1.55472 -2.85717
N 1.31708 -0.85768 -2.26533
C -0.81764 -2.63928 -4.48815
N -1.22898 -2.96283 -5.51930
H -2.74462 -4.02859 -1.38636
H -2.55928 -3.98536 -3.10662

***

Entry 6:
61
Properties=species:S:1:pos:R:3 method="wB97M-V/def2-TZVPD" energy_ev=-47029.459 smiles="CC[C@@H](C)N(C)Cc1cccc(C2(O)CCN(S(=O)(=O)c3ccc(F)cc3)CC2)c1" lumo_ev=0.57 mol_weight_g_mol=434.6 e_homo_ev=-8.227 charge=0
C 4.44527 2.04375 1.82679
H 3.36854 1.90057 1.75713
C 5.04441 2.26685 0.44248
H 6.13210 2.31049 0.51737
H 4.70563 3.23705 0.07108
C 4.63503 1.21414 -0.60633
N 5.12721 -0.14388 -0.40989
C 6.51236 -0.26676 -0.02468
H 6.69950 -0.03981 1.03658
H 6.83726 -1.29195 -0.21085
H 7.12033 0.39590 -0.63580
C 4.26156 -1.02726 0.35125
C 2.89464 -1.12539 -0.26883
C 2.76631 -1.45127 -1.61214
C 1.51146 -1.55192 -2.18340
C 0.37521 -1.32277 -1.42766
C 0.48598 -0.98242 -0.08429
C 1.75064 -0.89603 0.48188
H 1.84864 -0.66513 1.53358
C -0.76035 -0.73391 0.75551
C -1.65785 0.32188 0.07951
C -2.98611 0.45366 0.82616
N -3.66552 -0.81548 0.96824
S -4.43827 -1.33861 -0.42378
O -3.68290 -1.09094 -1.62391
O -4.89704 -2.67349 -0.18514
C -5.84729 -0.22875 -0.41140
C -6.02426 0.68700 -1.43092
C -7.11401 1.54105 -1.40142
C -7.99821 1.44447 -0.33999
C -7.83193 0.52619 0.68513
C -6.73795 -0.31955 0.64198
H -6.56341 -1.05619 1.40884
H -8.54996 0.48521 1.48858
F -9.05758 2.27255 -0.30171
H -7.28573 2.26774 -2.17944
H -5.30731 0.71329 -2.23634
C -2.85793 -1.81788 1.63530
C -1.53794 -2.05288 0.90607
H -1.74319 -2.46503 -0.08168
H -0.92396 -2.75678 1.46847
H -3.44874 -2.73341 1.66134
H -2.66710 -1.47019 2.65378
H -3.65875 1.12826 0.29123
H -2.81784 0.84571 1.83440
H -1.86749 0.02534 -0.94554
H -1.14313 1.28668 0.06663
O -0.43433 -0.31050 2.07003
H 0.00768 0.54372 2.01079
H -0.59618 -1.41694 -1.88906
H 1.41327 -1.81505 -3.22625
H 3.65632 -1.62277 -2.19747
H 4.16946 -0.73934 1.41176
H 4.72596 -2.02048 0.32406
C 5.06144 1.69004 -2.00046
H 4.81721 0.92828 -2.73501
H 4.54177 2.60828 -2.26206
H 6.13115 1.87932 -2.03956
H 3.54137 1.14339 -0.60407
H 4.87942 1.17358 2.31266
H 4.63517 2.90836 2.46053

***

Entry 7:
59
Properties=species:S:1:pos:R:3 method="wB97M-V/def2-TZVPD" energy_ev=-33469.737 smiles="C=CCc1ccc(OC[C@@H](O)C[NH+]2CCN(c3ccccc3)CC2)c(OC)c1" lumo_ev=-2.20 mol_weight_g_mol=383.5 e_homo_ev=-10.649 charge=+1
C 1.96485 4.67270 -1.50318
C 2.63315 3.65532 -2.01003
C 2.23507 2.91855 -3.25920
C 1.95731 1.48181 -2.92162
C 2.94278 0.51157 -3.03370
C 2.70906 -0.80624 -2.67717
C 1.46750 -1.17466 -2.18993
C 0.46859 -0.20109 -2.07397
C 0.70848 1.10804 -2.43789
H -0.08012 1.83800 -2.33584
O -0.76536 -0.60145 -1.55484
C -1.65890 -1.06411 -2.56147
H -2.58933 -1.32452 -2.05995
H -1.25061 -1.94363 -3.06526
H -1.84946 -0.28089 -3.29790
O 1.05963 -2.44670 -1.82853
C 2.00054 -3.36160 -1.32903
C 2.28276 -3.11615 0.16881
O 2.95121 -1.89820 0.39221
H 3.84064 -1.93374 0.02347
H 2.89304 -3.96067 0.52646
C 0.98971 -3.14553 1.00562
N 0.07629 -1.98574 0.86331
C -1.26610 -2.33831 1.38864
H -1.66700 -3.17359 0.81216
C -2.22655 -1.14967 1.31605
N -1.66633 -0.06500 2.08186
C -2.51815 0.92335 2.61699
C -3.83880 1.07910 2.20934
C -4.64711 2.02941 2.80994
C -4.15158 2.84175 3.81301
C -2.83579 2.69383 4.22036
C -2.02676 1.74108 3.63351
H -1.01002 1.61852 3.97608
H -2.43949 3.31723 5.00725
H -4.78418 3.58243 4.27581
H -5.66985 2.13704 2.48189
H -4.24707 0.47144 1.41635
C -0.41485 0.35906 1.49422
H -0.01976 1.21468 2.03979
C 0.58356 -0.78915 1.58351
H 1.54326 -0.50214 1.15670
H 0.72069 -1.06723 2.63088
H -0.54583 0.65410 0.44187
H -3.17491 -1.45549 1.75977
H -2.39321 -0.87583 0.26347
H -1.15088 -2.64057 2.43219
H -0.04332 -1.72884 -0.14351
H 1.26433 -3.21241 2.06122
H 0.44612 -4.05086 0.72818
H 1.55222 -4.34991 -1.45846
H 2.93807 -3.33559 -1.89211
H 3.49867 -1.53096 -2.80133
H 3.91522 0.78251 -3.41578
H 1.34883 3.38374 -3.69167
H 3.05074 2.97547 -3.98306
H 3.52628 3.28390 -1.52504
H 2.28686 5.17525 -0.60764
H 1.07586 5.06058 -1.97278